{
  "formula": "C5H8F3NO",
  "method": "the ωB97M-V functional and the def2-TZVPD basis",
  "e_tot_ha": -624.86715,
  "charge": 0,
  "smiles": "C[C@](N)(CC=O)C(F)(F)F",
  "homo_ev": -9.5404,
  "orbital_gap_ev": 10.372,
  "species": ["F", "F", "F", "O", "N", "C", "C", "C", "C", "C", "H", "H", "H", "H", "H", "H", "H", "H"],
  "coordinates": [[1.44840, 1.40769, -1.92979], [2.19637, -0.46308, -1.50176], [0.62095, -0.31430, -2.91266], [1.01275, 2.07304, 2.10425], [-0.54076, -1.33833, -0.77836], [1.04556, -0.02866, 1.02718], [1.05676, 0.17236, -1.76510], [-0.98284, 0.95175, -0.43106], [1.45204, 1.39133, 1.19735], [0.05710, -0.07440, -0.51528], [-0.62546, 2.02109, -0.35513], [-1.40862, -1.64538, -0.42316], [0.00680, -2.19852, -0.69981], [-1.68584, 1.03370, -1.18864], [0.23825, -0.25268, 1.78694], [1.95984, 1.88637, 0.38808], [1.70552, -0.84680, 0.71158], [-1.52031, 0.59256, 0.41984]],
  "nbo_charge": [-0.320, -0.347, -0.309, -0.524, -0.851, -0.517, 0.944, -0.656, 0.391, 0.131, 0.238, 0.383, 0.378, 0.231, 0.230, 0.131, 0.249, 0.219]
}